No. 1
The following is a quantum chemistry calculation of a cluster of 9 separate species, C62H137N7O9 in total in a non-equilibrium geometry, from the OMol25 dataset.

Summary:
LUMO = 0.38 eV
HOMO level = -8.1 eV
Molar mass = 1124.818 g mol⁻¹
Electronic energy = -3504.4389 a.u.
SMILES = CC1(C)CCCC(C)(C)N1O.CC1(C)CCCC(C)(C)N1O.CC1(C)CCCC(C)(C)N1O.CC1(C)CCCC(C)(C)N1O.CC1(C)CCCC(C)(C)N1O.CC1(C)CCCC(C)(C)N1O.COC[C@H](C)N.CCO.CCO

Each line ends with the Mulliken charge.
CARTESIAN COORDINATES (ANGSTROEM)
C (-1.95, 7.06, -3.98)  -1.967
C (-0.55, 7.57, -4.20)  1.484
C (-0.26, 7.52, -5.73)  -1.674
C (-0.71, 9.11, -3.82)  -1.127
C (0.69, 9.80, -3.61)  -0.730
C (1.43, 9.04, -2.50)  -1.132
C (1.69, 7.55, -2.89)  1.274
C (2.87, 7.49, -3.92)  -1.556
C (2.19, 6.93, -1.55)  -1.898
N (0.38, 6.93, -3.27)  0.287
O (0.56, 5.62, -3.61)  -0.480
H (-2.29, 7.18, -2.95)  0.475
H (-2.65, 7.68, -4.54)  0.407
H (-2.22, 6.03, -4.22)  0.405
H (-0.91, 8.18, -6.31)  0.411
H (0.69, 7.98, -6.02)  0.357
H (-0.30, 6.51, -6.13)  0.343
H (-1.07, 9.68, -4.68)  0.400
H (-1.46, 9.27, -3.04)  0.432
H (1.34, 9.84, -4.48)  0.328
H (0.51, 10.82, -3.24)  0.381
H (0.91, 9.16, -1.55)  0.393
H (2.38, 9.55, -2.41)  0.442
H (3.12, 6.46, -4.18)  0.375
H (3.79, 7.92, -3.54)  0.403
H (2.58, 7.90, -4.89)  0.329
H (3.03, 7.49, -1.12)  0.390
H (2.44, 5.89, -1.77)  0.414
H (1.45, 6.86, -0.75)  0.416
H (-0.13, 5.39, -2.98)  0.417
C (-6.38, 9.98, 7.43)  -1.840
C (-5.83, 8.58, 6.93)  1.296
C (-5.69, 7.68, 8.25)  -1.589
C (-6.95, 8.03, 6.03)  -1.271
C (-6.56, 6.78, 5.19)  -0.565
C (-5.42, 7.24, 4.33)  -1.355
C (-4.18, 7.75, 5.12)  1.572
C (-3.52, 6.48, 5.69)  -1.628
C (-3.25, 8.46, 4.20)  -1.901
N (-4.58, 8.73, 6.14)  0.216
O (-3.53, 9.43, 6.80)  -0.444
H (-5.68, 10.31, 8.19)  0.408
H (-6.34, 10.70, 6.60)  0.445
H (-7.36, 9.98, 7.91)  0.364
H (-6.61, 7.84, 8.80)  0.455
H (-5.66, 6.61, 8.04)  0.348
H (-4.86, 7.93, 8.91)  0.359
H (-7.76, 7.79, 6.72)  0.463
H (-7.30, 8.81, 5.35)  0.388
H (-6.26, 5.92, 5.80)  0.313
H (-7.38, 6.41, 4.58)  0.359
H (-5.81, 8.08, 3.77)  0.370
H (-5.11, 6.51, 3.59)  0.506
H (-3.26, 5.84, 4.85)  0.385
H (-4.07, 6.02, 6.52)  0.291
H (-2.60, 6.84, 6.15)  0.480
H (-2.27, 8.61, 4.65)  0.393
H (-3.59, 9.45, 3.90)  0.424
H (-3.03, 7.83, 3.34)  0.403
H (-3.22, 8.73, 7.37)  0.359
C (3.18, -8.70, 3.89)  -1.699
C (4.34, -8.28, 3.02)  1.618
C (3.91, -7.38, 1.83)  -1.944
C (5.31, -7.34, 3.86)  -1.232
C (6.10, -8.07, 4.89)  -0.591
C (7.05, -8.99, 4.14)  -1.098
C (6.29, -10.06, 3.25)  1.409
C (7.36, -10.69, 2.26)  -1.772
C (5.83, -11.11, 4.25)  -1.622
N (5.17, -9.37, 2.50)  0.087
O (4.45, -10.25, 1.62)  -0.446
H (2.51, -9.38, 3.37)  0.419
H (3.45, -9.12, 4.85)  0.293
H (2.50, -7.86, 3.98)  0.433
H (3.30, -7.95, 1.13)  0.405
H (3.36, -6.50, 2.17)  0.389
H (4.75, -7.02, 1.25)  0.421
H (5.98, -6.84, 3.16)  0.387
H (4.69, -6.58, 4.35)  0.442
H (6.70, -7.33, 5.42)  0.356
H (5.55, -8.49, 5.73)  0.332
H (7.76, -9.41, 4.85)  0.438
H (7.64, -8.40, 3.44)  0.350
H (7.82, -9.87, 1.70)  0.397
H (6.81, -11.35, 1.58)  0.410
H (8.12, -11.31, 2.72)  0.354
H (5.61, -12.05, 3.74)  0.440
H (4.94, -10.75, 4.77)  0.317
H (6.60, -11.33, 4.99)  0.350
H (3.92, -10.73, 2.26)  0.359
C (-5.95, -7.68, 1.69)  -1.828
C (-6.88, -7.99, 0.42)  1.561
C (-5.98, -7.78, -0.83)  -1.658
C (-7.36, -9.49, 0.51)  -1.159
C (-8.60, -9.90, -0.24)  -0.739
C (-9.74, -8.86, -0.06)  -1.281
C (-9.37, -7.39, -0.23)  1.750
C (-9.23, -7.20, -1.75)  -1.778
C (-10.56, -6.55, 0.27)  -1.899
N (-8.09, -7.04, 0.46)  0.016
O (-7.67, -5.75, 0.35)  -0.441
H (-5.45, -6.72, 1.53)  0.385
H (-5.18, -8.43, 1.90)  0.372
H (-6.48, -7.57, 2.63)  0.429
H (-6.61, -7.88, -1.72)  0.323
H (-5.16, -8.50, -0.86)  0.419
H (-5.50, -6.80, -0.88)  0.404
H (-6.58, -10.21, 0.25)  0.450
H (-7.48, -9.75, 1.56)  0.432
H (-9.01, -10.88, -0.01)  0.395
H (-8.31, -9.95, -1.29)  0.305
H (-10.23, -9.04, 0.90)  0.422
H (-10.51, -9.22, -0.74)  0.400
H (-10.17, -7.33, -2.30)  0.442
H (-8.85, -6.23, -2.05)  0.364
H (-8.61, -7.91, -2.31)  0.349
H (-10.61, -6.60, 1.36)  0.456
H (-10.34, -5.53, -0.03)  0.394
H (-11.51, -6.89, -0.15)  0.349
H (-7.56, -5.65, -0.60)  0.369
C (3.11, 0.87, -8.21)  -1.659
C (2.65, -0.39, -8.88)  1.766
C (2.00, -0.03, -10.23)  -1.997
C (3.89, -1.29, -9.22)  -1.281
C (4.49, -2.14, -8.02)  -0.781
C (3.38, -2.85, -7.41)  -1.283
C (2.19, -2.09, -6.93)  1.640
C (1.02, -3.15, -6.72)  -1.873
C (2.50, -1.41, -5.63)  -1.627
N (1.74, -1.16, -8.03)  0.110
O (0.48, -0.48, -7.77)  -0.455
H (3.63, 1.67, -8.73)  0.424
H (2.24, 1.37, -7.77)  0.339
H (3.67, 0.66, -7.30)  0.308
H (1.58, -0.95, -10.63)  0.485
H (1.13, 0.57, -9.98)  0.418
H (2.60, 0.51, -10.97)  0.353
H (3.74, -1.83, -10.16)  0.419
H (4.77, -0.70, -9.50)  0.378
H (5.30, -2.81, -8.32)  0.421
H (4.98, -1.47, -7.32)  0.331
H (3.83, -3.47, -6.63)  0.511
H (3.12, -3.63, -8.13)  0.373
H (0.09, -2.77, -6.31)  0.392
H (1.21, -3.97, -6.04)  0.394
H (0.59, -3.54, -7.64)  0.423
H (3.02, -2.08, -4.95)  0.376
H (1.54, -1.11, -5.21)  0.471
H (3.18, -0.57, -5.75)  0.276
H (0.69, 0.11, -7.05)  0.349
C (9.56, 1.07, 0.31)  -1.969
C (10.13, 1.82, 1.53)  1.599
C (9.09, 2.76, 2.20)  -1.824
C (10.53, 0.68, 2.52)  -1.247
C (11.63, 1.01, 3.53)  -0.770
C (12.75, 1.71, 2.80)  -1.051
C (12.42, 2.95, 1.79)  1.195
C (12.27, 4.31, 2.54)  -1.597
C (13.66, 3.24, 0.85)  -1.719
N (11.27, 2.55, 1.02)  0.452
O (10.93, 3.54, 0.00)  -0.503
H (10.34, 0.63, -0.30)  0.458
H (8.96, 0.24, 0.68)  0.436
H (9.00, 1.68, -0.40)  0.385
H (9.43, 3.09, 3.18)  0.335
H (8.90, 3.64, 1.58)  0.370
H (8.13, 2.24, 2.28)  0.476
H (9.68, 0.37, 3.13)  0.422
H (10.82, -0.20, 1.94)  0.478
H (11.20, 1.72, 4.23)  0.335
H (11.89, 0.12, 4.11)  0.379
H (13.32, 0.94, 2.30)  0.374
H (13.39, 2.13, 3.57)  0.416
H (12.28, 5.15, 1.85)  0.372
H (13.08, 4.52, 3.24)  0.420
H (11.36, 4.43, 3.13)  0.325
H (13.43, 3.78, -0.07)  0.356
H (13.90, 2.21, 0.58)  0.419
H (14.56, 3.66, 1.28)  0.351
H (11.33, 3.20, -0.80)  0.329
C (-11.25, 2.85, -6.38)  -0.735
O (-10.85, 2.11, -5.20)  -0.318
C (-9.71, 1.30, -5.31)  -0.638
C (-9.11, 0.69, -4.03)  0.380
C (-8.80, 1.65, -2.87)  -1.339
N (-7.75, 0.14, -4.34)  -0.751
H (-10.50, 3.49, -6.82)  0.319
H (-12.12, 3.47, -6.16)  0.249
H (-11.49, 2.17, -7.20)  0.308
H (-9.91, 0.46, -5.98)  0.308
H (-8.95, 1.94, -5.76)  0.295
H (-9.82, -0.06, -3.67)  0.352
H (-8.20, 1.18, -2.09)  0.380
H (-9.66, 2.07, -2.34)  0.327
H (-8.16, 2.45, -3.26)  0.300
H (-7.26, 0.95, -4.68)  0.289
H (-7.79, -0.43, -5.18)  0.276
C (-0.31, -0.08, 1.85)  -1.031
C (-1.71, -0.47, 1.21)  -0.177
O (-2.02, 0.13, -0.03)  -0.525
H (-0.13, 0.98, 2.00)  0.300
H (0.58, -0.30, 1.25)  0.302
H (-0.21, -0.64, 2.78)  0.308
H (-2.54, -0.29, 1.88)  0.268
H (-1.66, -1.54, 1.01)  0.241
H (-2.81, -0.29, -0.36)  0.314
C (-2.17, -1.59, 9.06)  -0.971
C (-3.13, -2.59, 8.51)  -0.212
O (-4.44, -2.38, 8.95)  -0.514
H (-1.25, -1.89, 8.56)  0.305
H (-2.12, -1.70, 10.14)  0.279
H (-2.47, -0.59, 8.73)  0.285
H (-2.73, -3.57, 8.80)  0.236
H (-3.12, -2.50, 7.43)  0.279
H (-5.03, -2.74, 8.28)  0.312

***

No. 2
The following is a quantum chemistry calculation of a cluster of 13 separate species, C62H138N7O21 in total in a non-equilibrium geometry, from the OMol25 dataset.

Summary:
LUMO = -4.06 eV
HOMO level = -8.1 eV
Molar mass = 1317.814 g mol⁻¹
Electronic energy = -4407.9999 a.u.
Total charge = +1

Each line ends with the Mulliken charge.
CARTESIAN COORDINATES (ANGSTROEM)
C (3.25, -6.78, -11.31)  -1.343
C (4.51, -5.93, -11.07)  -0.604
C (4.60, -4.76, -12.05)  0.239
C (5.57, -3.72, -11.53)  -1.258
N (5.99, -2.70, -12.60)  0.975
C (4.76, -2.10, -13.22)  -1.030
C (5.21, -0.75, -13.74)  0.590
C (5.91, -0.21, -12.48)  -0.934
C (6.65, -1.43, -11.99)  -0.411
C (6.82, -3.27, -13.72)  -0.042
C (8.01, -4.12, -13.23)  -0.342
C (8.88, -4.61, -14.38)  -1.437
H (2.89, -6.77, -12.34)  0.330
H (2.40, -6.25, -10.85)  0.331
H (3.43, -7.75, -10.85)  0.398
H (5.35, -6.60, -11.25)  0.372
H (4.46, -5.67, -10.01)  0.414
H (3.60, -4.38, -12.26)  0.485
H (5.03, -5.20, -12.95)  -0.127
H (6.52, -4.20, -11.31)  0.228
H (5.15, -3.11, -10.74)  0.597
H (4.27, -2.71, -13.99)  0.420
H (3.96, -1.90, -12.50)  0.539
H (5.93, -0.72, -14.55)  -0.963
H (4.33, -0.25, -14.15)  0.611
H (6.48, 0.63, -12.88)  0.549
H (5.15, 0.22, -11.83)  0.304
H (7.73, -1.44, -12.17)  0.157
H (6.68, -1.57, -10.90)  0.445
H (7.16, -2.47, -14.38)  -0.030
H (6.22, -3.97, -14.30)  -0.277
H (7.49, -4.97, -12.79)  0.265
H (8.46, -3.54, -12.41)  0.473
H (8.23, -5.19, -15.04)  0.309
H (9.76, -5.13, -13.99)  0.517
H (9.31, -3.81, -14.99)  0.070
C (2.67, -1.06, -25.84)  -1.503
C (4.11, -1.33, -25.43)  -0.501
C (5.03, -0.10, -25.44)  -0.632
C (6.50, -0.49, -25.42)  -0.727
N (7.53, 0.59, -25.60)  1.100
C (8.88, -0.04, -25.43)  -1.590
C (9.12, -0.20, -23.96)  1.054
C (8.23, 0.82, -23.21)  0.057
C (7.50, 1.54, -24.40)  -1.326
C (7.39, 1.39, -26.88)  -0.904
C (7.63, 0.52, -28.11)  0.009
C (7.65, 1.27, -29.43)  -1.473
H (2.61, -0.98, -26.93)  0.363
H (2.23, -0.15, -25.45)  0.328
H (1.98, -1.85, -25.55)  0.418
H (4.54, -2.24, -25.86)  0.465
H (3.99, -1.69, -24.40)  0.332
H (4.89, 0.50, -24.54)  0.386
H (4.75, 0.50, -26.31)  0.247
H (6.73, -1.28, -26.14)  0.628
H (6.67, -1.01, -24.48)  0.113
H (9.57, 0.71, -25.82)  0.267
H (8.85, -0.99, -25.95)  0.643
H (10.20, -0.17, -23.80)  -0.044
H (8.91, -1.22, -23.62)  -0.630
H (8.87, 1.55, -22.73)  -0.431
H (7.51, 0.44, -22.49)  0.458
H (8.12, 2.39, -24.68)  0.333
H (6.52, 1.97, -24.22)  0.716
H (8.14, 2.18, -26.83)  0.436
H (6.38, 1.78, -26.81)  0.636
H (6.82, -0.22, -28.10)  0.245
H (8.58, 0.02, -27.94)  0.196
H (7.95, 0.65, -30.28)  0.374
H (8.37, 2.09, -29.38)  0.338
H (6.73, 1.83, -29.58)  0.377
C (15.22, -4.37, -26.35)  -0.600
C (14.52, -4.64, -27.68)  -0.881
C (13.00, -4.51, -27.54)  -0.425
C (12.39, -5.57, -26.64)  -0.346
N (10.94, -5.32, -26.32)  1.067
C (10.29, -6.49, -25.59)  -1.081
C (10.25, -6.11, -24.09)  -0.817
C (10.90, -4.72, -23.98)  1.536
C (10.81, -4.11, -25.36)  -0.038
C (10.09, -5.10, -27.57)  -1.320
C (10.10, -6.29, -28.52)  -0.318
C (9.66, -5.97, -29.96)  -1.441
H (15.00, -5.17, -25.64)  -0.171
H (14.88, -3.40, -25.99)  0.112
H (16.30, -4.31, -26.47)  0.490
H (14.71, -5.65, -28.04)  0.351
H (14.98, -3.91, -28.35)  0.394
H (12.67, -4.71, -28.57)  0.179
H (12.67, -3.49, -27.35)  0.343
H (12.87, -5.34, -25.69)  -0.225
H (12.60, -6.56, -27.03)  0.722
H (9.23, -6.54, -25.83)  0.509
H (10.64, -7.50, -25.80)  0.387
H (9.20, -5.92, -23.89)  0.245
H (10.77, -6.88, -23.51)  0.302
H (10.34, -4.15, -23.24)  -1.394
H (11.95, -4.71, -23.69)  0.479
H (10.00, -3.45, -25.67)  -0.124
H (11.70, -3.50, -25.50)  -0.140
H (10.58, -4.20, -27.95)  0.560
H (9.12, -4.74, -27.21)  0.715
H (9.40, -7.06, -28.18)  0.416
H (11.07, -6.78, -28.43)  0.351
H (9.91, -6.87, -30.52)  0.387
H (10.07, -5.02, -30.30)  0.346
H (8.59, -5.81, -30.07)  0.363
C (11.68, 4.41, -26.66)  -1.513
C (10.88, 3.92, -25.48)  -0.100
C (11.76, 3.10, -24.52)  1.561
C (12.65, 3.84, -23.52)  -1.548
N (13.30, 2.94, -22.54)  1.131
C (14.16, 3.85, -21.60)  -0.602
C (15.64, 3.55, -21.86)  -0.808
C (15.67, 2.89, -23.21)  -0.742
C (14.43, 2.07, -23.09)  -0.207
C (12.36, 2.06, -21.75)  -0.963
C (11.26, 2.86, -21.08)  -0.508
C (10.49, 2.02, -20.06)  -1.139
H (12.38, 5.24, -26.53)  0.392
H (11.04, 4.88, -27.41)  0.431
H (12.29, 3.68, -27.19)  0.326
H (10.07, 3.22, -25.71)  -0.344
H (10.34, 4.75, -25.02)  0.429
H (12.36, 2.34, -25.04)  -0.076
H (11.05, 2.51, -23.93)  -0.938
H (12.07, 4.65, -23.07)  0.408
H (13.34, 4.49, -24.06)  0.702
H (13.69, 3.64, -20.64)  0.412
H (14.07, 4.92, -21.81)  0.325
H (15.92, 2.94, -21.00)  0.347
H (16.24, 4.46, -21.83)  0.426
H (16.60, 2.34, -23.38)  0.387
H (15.61, 3.45, -24.15)  0.380
H (14.66, 1.44, -22.23)  0.547
H (14.14, 1.55, -24.00)  -0.324
H (13.02, 1.45, -21.13)  0.800
H (12.02, 1.29, -22.45)  0.196
H (10.56, 3.23, -21.84)  0.189
H (11.60, 3.79, -20.64)  0.766
H (10.10, 2.72, -19.33)  0.388
H (11.32, 1.45, -19.63)  0.228
H (9.78, 1.28, -20.40)  -0.094
C (8.40, -2.49, -17.68)  -0.414
C (9.55, -1.96, -18.52)  0.584
C (9.16, -1.47, -19.89)  -0.755
O (10.29, -1.00, -20.58)  1.833
C (11.02, -1.97, -21.31)  -1.765
N (10.15, -0.83, -17.76)  0.342
H (11.15, -0.67, -17.91)  0.128
H (9.45, -0.09, -17.77)  0.309
H (10.09, -1.09, -16.77)  0.263
H (8.68, -2.96, -16.74)  -0.030
H (7.86, -3.32, -18.15)  0.132
H (7.72, -1.68, -17.41)  -0.219
H (10.34, -2.71, -18.63)  -0.013
H (8.49, -0.60, -19.81)  0.142
H (8.51, -2.21, -20.37)  0.183
H (11.81, -2.51, -20.78)  -0.236
H (11.47, -1.39, -22.12)  0.551
H (10.26, -2.64, -21.73)  0.462
C (14.89, -8.30, -24.41)  -1.135
C (14.91, -7.78, -22.99)  0.235
C (14.34, -6.41, -22.71)  -0.068
O (14.81, -5.78, -21.57)  -0.468
C (13.95, -5.68, -20.43)  -0.709
N (14.52, -8.80, -21.93)  -0.212
H (14.55, -8.44, -20.98)  0.294
H (13.54, -9.07, -22.03)  0.390
H (15.07, -9.65, -21.98)  0.391
H (13.88, -8.68, -24.62)  0.378
H (15.69, -9.00, -24.65)  0.416
H (15.05, -7.47, -25.09)  0.121
H (15.99, -7.73, -22.77)  0.258
H (13.25, -6.45, -22.89)  -0.151
H (14.56, -5.69, -23.52)  0.378
H (12.95, -6.11, -20.59)  0.281
H (13.82, -4.62, -20.23)  0.309
H (14.30, -6.28, -19.59)  0.279
C (7.87, -8.50, -15.68)  -1.288
C (8.26, -8.30, -17.13)  -0.049
C (8.92, -7.00, -17.56)  0.055
O (9.08, -6.89, -18.96)  -0.384
C (7.81, -6.55, -19.53)  -0.176
N (9.06, -9.49, -17.66)  -0.142
H (9.34, -9.45, -18.64)  0.327
H (9.94, -9.59, -17.14)  0.373
H (8.61, -10.39, -17.52)  0.401
H (7.28, -9.42, -15.68)  0.452
H (7.15, -7.69, -15.53)  0.233
H (8.67, -8.52, -14.94)  0.420
H (7.37, -8.38, -17.77)  0.153
H (9.89, -6.93, -17.05)  0.487
H (8.18, -6.31, -17.15)  -0.254
H (7.99, -6.51, -20.60)  0.108
H (7.51, -5.57, -19.16)  -0.012
H (7.08, -7.34, -19.37)  0.254
O (13.93, -0.42, -20.21)  -0.398
C (13.79, -0.54, -18.81)  0.760
O (13.12, -1.57, -18.48)  -0.776
O (14.25, 0.33, -18.09)  -0.726
H (13.43, -1.26, -20.29)  0.102
O (5.62, 0.45, -16.57)  -0.507
C (6.39, 0.99, -17.58)  0.475
O (7.64, 0.80, -17.46)  -0.780
O (5.88, 1.72, -18.43)  -0.759
H (6.34, 0.17, -15.99)  0.525
O (5.76, -4.80, -17.52)  -0.337
C (5.47, -5.58, -16.42)  0.527
O (5.97, -6.74, -16.40)  -0.735
O (4.77, -5.01, -15.56)  -0.715
H (5.35, -4.06, -17.03)  0.268
O (8.95, 1.10, -14.20)  -0.592
C (9.55, -0.10, -13.84)  0.655
O (9.36, -1.03, -14.69)  -0.671
O (10.00, -0.24, -12.70)  -0.767
H (8.80, 0.68, -15.08)  0.392
O (8.00, -3.60, -23.22)  0.033
C (7.21, -4.08, -24.26)  0.540
O (6.22, -4.70, -23.83)  -0.819
O (7.50, -4.12, -25.49)  -0.667
H (7.38, -4.00, -22.57)  0.012
O (13.92, 0.24, -25.99)  -0.547
C (12.84, -0.63, -25.75)  0.781
O (12.53, -0.87, -24.57)  -0.619
O (12.27, -1.03, -26.79)  -0.807
H (13.85, 0.11, -26.95)  0.336